36
Properties=species:S:1:pos:R:3 method="wB97M-V/def2-TZVPD" lumo_energy_ev=-1.08 max_force_ev_per_a=5.190 charge=0 e_tot_ha=-2784.87553 gap_ev=7.95 smiles="N#Cc1cc2c(cc1Cl)S/C(=N/Nc1ccncc1S(N)(=O)=O)NS2(=O)=O"
N 2.30743 4.22379 -3.27996
O -0.39237 -3.21421 -2.04044
O -1.92093 -3.08699 -0.02031
O -3.15390 0.93853 -1.66444
O -1.12303 -0.40344 -1.58655
Cl 1.72906 5.62082 0.01483
C 1.54329 4.00595 -2.47070
N -1.01558 -0.26407 2.39704
N 3.07136 -1.91507 0.15093
S -2.01885 2.29786 1.95365
C -1.76653 0.56053 1.63829
C 2.89979 -1.07511 1.24004
C 1.96022 -2.58412 -0.31633
C -0.37617 4.07418 0.68397
C 1.62639 -0.93142 1.72634
C -0.30039 2.63893 -1.63963
C 0.48740 4.42806 -0.25553
C 0.53161 3.77181 -1.51587
C -1.12030 2.85730 0.60801
C 0.61572 -1.74471 1.42043
C 0.79105 -2.55280 0.32272
C -1.06200 2.16166 -0.62668
N -0.66303 -1.52415 1.97234
N -0.17149 -4.80602 -0.34566
N -2.40650 0.01297 0.54028
S -0.56067 -3.27079 -0.59613
S -1.97876 0.60890 -0.94541
H 3.85248 -0.55105 1.58587
H 2.03402 -3.21277 -1.24142
H -0.29764 4.74393 1.61202
H 1.49869 -0.37509 2.64164
H -0.28042 2.16169 -2.61313
H -1.41492 -2.20635 1.72457
H 0.39745 -5.10417 -1.19629
H -1.07950 -5.28958 -0.29382
H -2.24301 -0.99501 0.41529